Entry 1:
85
Properties=species:S:1:pos:R:3:forces:R:3 method="wB97M-V/def2-TZVPD" charge=-1 energy_ev=-62597.9965 gap_ha=0.2766 homo_ev=-5.78
C 1.916989 0.800843 1.203799 -0.17 -0.13 -0.29
C 1.024304 -0.361248 0.845123 -0.06 0.05 -0.36
O 1.442945 -1.330148 0.252655 0.04 -0.18 0.21
O -0.239921 -0.200845 1.231568 0.20 0.01 0.65
C -0.986385 -1.411543 1.573698 -0.36 0.32 -0.34
In -3.026659 -0.999463 2.313789 -0.21 -0.68 0.30
P -4.005732 1.077328 1.121162 0.85 0.17 -0.28
O -2.981698 1.986691 0.493912 -0.16 0.21 0.09
O -5.027810 0.567870 -0.049811 -0.26 -0.10 0.34
O -4.941385 2.014491 2.086125 -0.43 -0.35 -0.11
H 1.374299 1.601365 1.696480 0.01 0.01 0.01
H 2.709589 0.403017 1.834539 0.01 0.15 0.10
H 2.392863 1.150733 0.288208 0.02 0.10 0.05
H -0.428776 -1.921723 2.360985 0.04 -0.11 -0.09
H -1.055527 -2.057915 0.700313 0.15 -0.07 0.03
H -3.139299 -0.886318 4.063179 0.04 0.30 -0.10
H -4.044270 -2.344268 1.785583 -0.01 0.16 -0.07
H -5.672460 1.236335 -0.308497 0.05 0.02 -0.13
H -5.185107 2.827548 1.617328 0.16 0.16 0.16
C -1.491438 -1.744716 -2.241049 -0.25 0.04 0.06
O -2.704963 -2.300166 -1.730309 0.26 0.14 -0.10
H -1.032416 -2.479103 -2.907057 -0.04 -0.08 0.09
H -1.695670 -0.829114 -2.796654 0.09 0.08 -0.01
H -0.784914 -1.524607 -1.438137 0.08 0.00 -0.06
H -3.092039 -1.618784 -1.166055 -0.12 -0.15 -0.04
C -4.707626 -3.754019 5.233020 0.08 0.09 0.10
O -3.367683 -4.162998 5.000714 -0.07 -0.16 -0.02
H -5.175072 -3.586890 4.266008 0.08 0.00 -0.05
H -5.274730 -4.518516 5.775800 -0.02 0.00 -0.02
H -4.739873 -2.816354 5.794603 -0.06 0.02 -0.03
H -2.942890 -4.289640 5.852497 0.03 0.05 -0.02
C 6.487260 0.194261 1.351314 -0.16 -0.12 -0.08
O 5.080677 -0.012682 1.318438 0.14 0.04 0.01
H 6.657851 1.242427 1.577114 0.02 0.01 0.03
H 6.969860 -0.402704 2.128634 0.03 0.04 0.01
H 6.945098 -0.037945 0.384232 0.05 0.02 0.02
H 4.906308 -0.937944 1.121850 -0.10 0.03 -0.04
C 8.021561 3.218612 3.556050 0.13 -0.10 -0.11
O 8.578581 2.048303 2.956855 0.01 -0.03 0.01
H 6.948646 3.185314 3.379962 0.00 0.02 0.00
H 8.214426 3.247214 4.630798 -0.05 0.02 0.01
H 8.427282 4.123521 3.103786 -0.06 0.06 0.04
H 9.526822 2.051097 3.109278 -0.01 0.03 0.01
C -0.056346 -3.785563 -5.749687 -0.05 -0.01 0.07
O -1.259323 -4.332025 -5.228078 0.08 0.18 -0.05
H 0.378520 -4.534035 -6.409380 0.00 -0.01 0.00
H -0.243390 -2.875332 -6.326571 0.02 -0.01 -0.02
H 0.660198 -3.558900 -4.955852 0.02 0.00 -0.01
H -1.643508 -3.671033 -4.640945 -0.06 -0.10 0.06
C -2.727312 4.997347 2.390352 -0.02 -0.08 -0.08
O -3.953185 4.512802 2.920315 0.10 0.15 0.11
H -2.871416 6.050704 2.152669 -0.01 0.00 0.00
H -1.912983 4.913057 3.116454 0.01 0.02 0.00
H -2.448796 4.455815 1.482596 0.02 0.00 0.02
H -3.839820 3.573926 3.108349 -0.10 -0.04 -0.09
C 9.611719 7.183533 3.609546 -0.07 -0.02 0.03
O 8.829023 6.308147 4.408292 0.05 0.11 0.01
H 10.417810 6.589920 3.183558 0.00 0.00 0.00
H 9.028666 7.616808 2.792299 0.02 0.00 -0.01
H 10.050141 7.991574 4.201586 0.02 0.00 -0.01
H 8.106206 6.813483 4.790558 -0.02 -0.04 0.00
C -3.938434 -5.968093 -5.912676 -0.17 -0.06 0.04
O -5.160268 -6.552872 -5.455867 -0.09 0.06 -0.01
H -3.475191 -6.689191 -6.582180 0.02 0.01 0.00
H -4.125569 -5.044024 -6.464944 0.05 0.00 -0.01
H -3.255205 -5.760631 -5.091988 0.03 -0.02 0.00
H -5.567393 -5.926216 -4.850603 0.04 -0.02 0.05
C -8.924974 -6.225273 -5.176353 0.11 -0.07 -0.02
O -8.648695 -7.204723 -4.187334 0.00 0.02 -0.03
H -9.900169 -5.796431 -4.956129 0.00 -0.03 0.06
H -8.182741 -5.422473 -5.165656 -0.03 0.03 -0.04
H -8.955382 -6.665258 -6.176964 0.00 0.05 -0.03
H -7.785500 -7.584381 -4.380056 0.00 0.00 0.01
C -2.834611 2.530836 -2.980404 0.00 -0.08 0.14
O -2.487096 1.506768 -2.088491 0.11 0.25 0.40
H -2.723480 2.145027 -3.996007 -0.02 0.04 -0.02
H -3.876496 2.854325 -2.851288 0.01 0.04 -0.04
H -2.186366 3.410087 -2.875699 -0.02 0.03 -0.04
H -2.586323 1.831046 -1.148600 -0.04 -0.42 -0.54
C 6.732755 4.511073 0.274882 -0.14 -0.22 0.08
O 5.536563 4.153043 0.950938 0.04 0.07 -0.01
H 7.101775 5.420307 0.745372 0.02 0.01 -0.01
H 7.490193 3.727605 0.375397 0.07 0.06 -0.03
H 6.556608 4.707988 -0.786438 0.03 0.02 0.00
H 5.188777 3.343918 0.563201 -0.01 -0.02 0.03

=====

Entry 2:
85
Properties=species:S:1:pos:R:3:forces:R:3 method="wB97M-V/def2-TZVPD" energy_ev=-47964.9141 gap_ha=0.2803 homo_ev=-8.32
C 2.099161 1.263906 -3.117276 0.98 -0.51 0.11
C 1.782303 2.752893 -3.311902 1.41 0.61 -0.95
O 0.986782 3.216228 -2.242307 -0.21 0.26 0.36
H 1.148044 0.690474 -3.107148 0.67 0.27 -0.12
H 2.570944 1.113970 -2.103676 -0.44 0.16 -0.90
H 2.834345 0.829858 -3.880589 -1.16 0.70 0.84
H 1.245453 2.915716 -4.290901 0.15 -0.18 1.13
H 2.703861 3.424559 -3.409520 -0.91 -1.10 0.24
H 1.520496 3.369296 -1.426276 -0.12 -0.21 -1.33
C -2.369941 1.871863 -3.326984 -6.76 1.07 -4.70
O -3.581294 1.888623 -4.041961 6.28 -0.18 3.66
N -1.607158 2.922864 -3.185865 1.47 1.35 0.02
N -1.958929 0.798460 -2.703796 0.76 -4.22 0.30
H -1.952560 3.739204 -3.605858 -0.55 1.05 -0.57
H -0.607398 2.962041 -2.914619 -1.05 -0.42 0.27
H -2.296733 -0.103587 -3.077669 0.15 1.01 0.34
H -1.096947 0.748056 -2.154188 -0.11 0.32 -0.20
C -3.854867 0.388027 0.664523 1.20 6.04 4.89
O -3.925670 0.952691 1.904178 0.43 -2.63 -4.79
N -3.276196 1.040889 -0.322816 2.00 2.75 -1.82
N -4.456890 -0.687181 0.372976 -3.25 -7.99 0.88
H -3.051973 2.022512 -0.035440 -0.18 -1.23 -0.37
H -2.974203 0.839144 -1.352074 -1.36 -0.25 2.74
H -4.750527 -1.249115 1.221143 0.39 1.21 -1.32
H -4.299960 -1.376553 -0.399927 0.15 1.84 0.70
C 2.627415 3.223310 0.561266 0.43 -0.31 0.99
O 3.178641 3.695072 -0.653897 1.73 -0.68 -1.05
H 3.271574 3.621165 1.315011 0.33 -0.03 1.10
H 2.618187 2.121420 0.639510 -0.21 0.45 -0.22
H 1.631680 3.637569 0.814760 0.40 -0.18 -0.90
H 4.133088 3.344404 -0.769909 -2.54 0.82 0.44
C 1.489440 -2.856621 3.684731 0.46 -0.03 -0.47
O 2.292477 -3.945650 3.173162 -1.30 0.03 0.94
H 0.545084 -3.202412 4.181301 1.20 -0.01 -0.51
H 1.246324 -2.196107 2.854332 -0.60 -0.16 -0.12
H 2.065730 -2.196504 4.339324 -0.07 -0.32 0.49
H 3.147195 -3.642710 2.873053 0.11 0.23 -0.07
C -1.258776 4.045704 -0.222217 -0.88 -0.52 -2.14
O -2.559078 3.696727 0.262092 0.54 1.02 0.22
H -0.795283 3.090237 -0.561949 -0.31 0.77 0.20
H -0.644829 4.462741 0.548060 0.38 0.57 0.46
H -1.370575 4.735876 -1.136308 0.48 -0.85 1.41
H -2.925857 4.493038 0.674161 -0.14 -0.49 -0.06
C 0.412564 -2.061071 -3.276244 -1.17 -0.77 -0.41
O -0.156564 -3.366501 -2.859337 1.74 1.06 -0.69
H 0.671934 -2.009069 -4.313429 -0.04 -0.59 -0.93
H 1.288310 -1.713424 -2.796835 1.08 -0.30 1.28
H -0.280867 -1.234341 -3.162469 -0.63 -0.46 0.39
H 0.498925 -4.059566 -3.135543 -0.95 1.02 0.37
C -1.686357 -1.437713 3.286756 0.63 3.70 -1.11
O -2.403465 -0.578909 4.162852 0.15 -2.73 1.26
H -0.667117 -0.943780 3.156257 -0.55 -0.86 0.03
H -2.147073 -1.354974 2.286424 0.10 -0.74 0.31
H -1.542664 -2.421425 3.634131 -0.31 -1.08 0.61
H -2.472399 0.240359 3.716998 -0.37 1.59 -0.88
C -0.580909 1.738456 2.073860 1.01 -0.44 0.11
O -1.136556 1.706912 3.363742 -0.32 0.65 -0.31
H -0.327638 2.739740 1.731565 -0.09 0.09 0.11
H -1.327594 1.299615 1.483178 -0.88 -0.27 -1.41
H 0.334008 1.100962 1.968893 -0.59 0.46 0.25
H -0.425938 1.502429 3.932680 0.89 -0.24 1.46
C 2.754251 -0.346651 1.770248 0.99 -0.56 0.11
O 2.644074 -0.354398 0.343470 -0.61 -0.15 0.04
H 1.779208 -0.275436 2.317262 0.91 0.16 -0.94
H 3.452667 0.467035 1.953683 -0.30 0.25 0.96
H 3.272867 -1.279621 2.078295 -0.47 0.40 0.12
H 3.486781 -0.667222 0.003961 -0.10 0.05 -0.18
C -0.523647 -0.950361 -0.187400 1.99 0.50 -0.66
O 0.147328 0.281882 -0.618410 -1.70 -0.27 -0.06
H -0.431574 -1.093198 0.873567 0.04 -0.02 0.52
H -0.001404 -1.747167 -0.717037 -0.25 -0.41 0.21
H -1.569417 -0.986685 -0.426089 -0.35 0.60 -0.29
H 1.042076 0.304260 -0.264313 0.09 -0.40 -0.06
C 2.169427 -3.481812 -0.027171 -0.86 -1.19 1.51
O 3.277740 -4.190079 0.434861 1.37 -0.28 0.03
H 2.307843 -3.025827 -0.957918 0.67 1.71 -1.17
H 1.785055 -2.881399 0.822189 -0.35 -0.05 -1.07
H 1.526943 -4.276522 -0.339939 -1.20 -0.35 0.44
H 3.995377 -3.566851 0.496650 0.64 0.06 0.06
C -1.206701 -4.098358 1.018959 -0.76 0.11 -2.36
O -2.309812 -3.280182 0.568839 0.08 0.52 0.03
H -0.552323 -4.232037 0.139450 -0.03 -0.30 0.68
H -1.662367 -5.016606 1.314283 0.17 -0.93 0.35
H -0.644698 -3.680113 1.821505 0.18 0.69 0.60
H -2.312874 -3.232452 -0.400938 0.26 -0.26 0.57

=====

Entry 3:
89
Properties=species:S:1:pos:R:3:forces:R:3 method="wB97M-V/def2-TZVPD" energy_ev=-48909.2256 gap_ha=0.3485 homo_ev=-9.40
Ba -39.382917 -9.869224 7.436506 0.59 0.34 -0.29
O -41.761144 -9.904337 6.173989 0.25 -1.20 -0.71
H -41.498696 -10.768793 5.802005 -0.23 0.61 -0.15
O -37.513746 -10.765418 9.034826 -0.42 -0.19 0.41
H -37.991312 -11.445770 9.548221 -0.41 1.57 -0.66
C -44.447163 -7.943036 6.812395 1.55 -0.64 1.12
O -43.277447 -8.364354 7.584730 -1.25 0.81 0.01
H -44.521492 -8.511833 5.885549 -0.04 0.06 -0.10
H -45.292605 -8.184280 7.456702 -0.26 0.44 -0.28
H -44.307263 -6.880142 6.615440 -0.56 0.03 -0.12
H -42.693569 -8.859984 7.005907 0.23 -0.48 -0.23
C -41.123676 -13.210587 8.716749 0.73 0.82 0.29
O -40.821625 -12.274162 7.670308 0.52 -0.39 0.06
H -40.163875 -13.571245 9.086610 0.06 -0.23 -0.24
H -41.519751 -12.619026 9.542147 -0.60 -0.44 0.14
H -41.749179 -14.046674 8.404043 -0.12 0.23 -0.07
H -41.637944 -11.893516 7.338116 -0.63 -0.07 0.29
C -40.828684 -10.018087 10.555789 -0.19 0.23 -0.58
O -40.810799 -8.862093 9.711671 0.50 0.06 0.41
H -40.637675 -9.828318 11.612006 -0.13 0.29 0.00
H -41.799307 -10.488083 10.397343 0.14 -0.46 0.32
H -39.998060 -10.631135 10.206037 -0.19 -0.33 0.06
H -41.337440 -8.161630 10.103594 -0.16 0.02 -0.18
C -41.839320 -14.054471 5.054444 -0.85 0.66 0.58
O -43.021942 -14.113645 5.898944 1.05 -1.47 -0.54
H -40.942081 -13.844487 5.636643 0.00 0.49 0.06
H -41.574310 -14.970153 4.525871 -0.88 -0.30 0.13
H -42.096793 -13.276702 4.335488 0.77 0.10 -0.36
H -43.072258 -13.290678 6.390685 -0.19 0.35 -0.03
C -38.544797 -11.712206 1.714254 0.06 0.05 1.26
O -37.836826 -11.453492 2.989880 -1.11 -0.17 -1.14
H -39.628126 -11.678704 1.829888 0.12 0.21 0.69
H -38.316148 -10.898340 1.026177 0.33 -0.50 -0.36
H -38.355017 -12.745905 1.425217 0.49 0.30 -0.58
H -36.919114 -11.305421 2.750101 0.07 0.01 0.11
C -44.694369 -11.314341 7.844527 -0.98 -0.94 1.66
O -43.594091 -11.662430 7.082233 0.46 -0.19 -0.47
H -45.629188 -11.171626 7.302456 0.14 0.19 -0.42
H -44.848903 -12.185197 8.481567 -0.36 -0.07 0.14
H -44.538759 -10.492008 8.542857 0.27 0.34 -0.32
H -43.200710 -10.877138 6.694715 0.42 0.84 -0.44
C -37.923188 -12.825241 11.441050 0.24 -0.57 -0.21
O -37.538353 -13.241018 10.127173 -0.38 -0.52 0.90
H -38.044851 -11.742411 11.469008 -0.27 0.06 0.19
H -38.835838 -13.358156 11.707839 -0.16 0.24 0.05
H -37.169386 -13.087123 12.183552 0.17 -0.04 -0.01
H -37.260181 -12.432334 9.691002 1.16 -0.47 -0.54
C -34.308596 -12.149103 8.902490 -0.60 -0.37 0.40
O -34.659274 -10.803347 8.705235 0.75 0.29 -0.27
H -33.971643 -12.640615 7.989810 0.27 0.10 -0.14
H -33.566137 -12.254530 9.693526 0.31 0.16 -0.15
H -35.167900 -12.718454 9.256809 -0.12 -0.15 -0.01
H -35.615806 -10.730259 8.741586 -0.69 -0.07 0.12
C -37.710164 -8.330331 11.705705 1.01 0.85 -0.79
O -36.855273 -8.572054 10.540012 -0.73 1.32 1.76
H -37.750786 -9.071527 12.503878 0.12 -0.60 -0.50
H -37.274103 -7.455438 12.187918 0.11 0.06 -0.03
H -38.709418 -8.009007 11.411832 -0.23 -0.38 -0.15
H -36.986326 -9.434276 10.138772 -0.53 -1.29 -0.35
C -38.088009 -6.141941 8.131789 0.64 -1.06 0.82
O -38.249923 -7.547544 8.371607 -1.75 -0.07 -1.06
H -38.003547 -5.683556 9.117100 0.84 0.38 -0.17
H -37.205857 -6.189268 7.493307 0.11 1.43 0.13
H -38.919673 -5.591615 7.691820 -0.29 -0.82 -0.49
H -37.871357 -7.821781 9.210111 0.72 0.11 0.72
C -37.327779 -12.859090 6.030345 0.76 0.27 0.33
O -38.286149 -11.861745 5.759537 -0.36 0.54 0.66
H -36.567130 -12.841303 5.249833 -0.39 -0.88 -0.57
H -36.674607 -12.612858 6.867510 -0.58 0.41 0.60
H -37.839113 -13.789241 6.278220 0.38 -0.29 -0.50
H -38.331362 -11.723287 4.810648 0.17 0.08 -0.47
C -41.181094 -6.609619 5.660463 1.65 1.72 0.02
O -40.367877 -7.769467 5.749411 -0.84 0.61 -0.20
H -41.453029 -6.225976 6.643807 -0.35 -0.22 0.11
H -40.494786 -5.875192 5.238928 -0.33 0.49 -0.17
H -42.048795 -6.666884 5.003242 -0.03 -0.45 0.05
H -41.083522 -8.408506 5.716614 0.12 -1.86 0.07
C -41.006910 -9.514627 2.794449 -1.34 1.06 -0.58
O -42.230906 -10.029340 3.260650 -0.18 -0.76 0.27
H -40.129292 -9.865727 3.337235 0.12 -0.17 -0.30
H -41.070520 -9.692876 1.721001 0.89 -0.35 -0.01
H -41.114186 -8.432917 2.875008 0.74 0.37 0.13
H -42.238674 -9.866366 4.206682 -0.27 -0.01 0.61
C -36.315493 -8.607313 5.608011 -0.42 -0.57 0.98
O -37.693314 -8.917879 5.211422 1.59 0.61 0.42
H -36.079040 -7.543320 5.618401 -0.12 0.06 -0.83
H -36.154642 -8.833758 6.662025 -0.51 -0.45 0.17
H -35.589530 -9.240621 5.098118 -0.07 0.34 -0.46
H -37.884619 -8.268967 4.530307 -0.51 -0.08 -0.04

=====

Entry 4:
34
Properties=species:S:1:pos:R:3:forces:R:3 method="wB97M-V/def2-TZVPD" charge=+1 energy_ev=-126814.7554 gap_ha=0.1809 homo_ev=-12.10
Pd -0.155310 0.074468 -0.575795 0.75 0.66 -0.08
Cl 3.667327 -0.810576 5.130118 0.01 0.00 0.03
C 2.463657 -0.786413 3.923582 0.07 -0.03 0.04
C 1.966042 -1.986336 3.437478 -0.09 -0.01 -0.14
C 1.004717 -1.973802 2.437659 0.08 -0.03 0.25
Cl 0.374576 -3.409806 1.814420 -0.03 -0.09 -0.05
C 0.493405 -0.736945 1.971862 -0.04 0.03 -0.01
O -0.544450 -0.707475 1.210160 -0.17 -0.26 -0.13
C 1.095530 0.472499 2.422674 -0.03 0.01 0.04
C 0.755760 1.737956 1.768952 0.25 -0.03 0.40
O 0.237452 1.863260 0.671513 -0.46 -0.35 -0.47
C 2.038023 0.452617 3.420315 0.03 0.04 -0.09
H 2.332386 -2.926640 3.824868 0.01 0.00 0.00
H 1.040904 2.646065 2.316188 -0.10 0.06 -0.05
H 2.499592 1.358249 3.791332 -0.04 0.04 -0.02
Cl -0.256026 1.907456 -2.653387 0.02 -0.02 0.12
C -1.880044 1.522940 -2.141440 0.14 -0.23 0.19
C -1.967535 0.549373 -1.161708 -0.52 0.46 -0.27
C -3.215063 0.110686 -0.751873 0.32 -0.06 0.03
Cl -3.347966 -1.174735 0.362732 -0.09 -0.19 0.18
C -4.363009 0.706058 -1.287433 0.01 0.09 -0.11
Cl -5.909269 0.190458 -0.770920 0.04 -0.02 0.01
C -4.252712 1.713766 -2.249479 0.15 0.01 -0.01
Cl -5.652434 2.439937 -2.901987 -0.03 0.01 -0.01
C -2.991925 2.126351 -2.700706 -0.16 -0.14 0.11
Cl -2.821394 3.323511 -3.902069 0.07 0.05 -0.05
C 2.661982 -0.672881 -2.845815 -0.19 -0.17 0.03
S 1.773781 -1.512597 -1.568886 0.58 -0.29 -0.08
O 1.889136 -0.670897 -0.342157 0.08 0.19 -0.09
O 2.249555 -2.845896 -1.466555 -0.07 0.11 0.00
O 0.292480 -1.413923 -1.907662 -0.57 0.15 0.16
H 3.711182 -0.677632 -2.559235 0.00 -0.01 0.03
H 2.288790 0.342269 -2.948020 -0.01 0.00 0.03
H 2.520856 -1.231365 -3.768725 0.00 -0.01 0.00

=====

no.,M (g mol⁻¹)
1,623.35
2,486.60
3,619.93
4,640.86